# 1
Entry from OMol25: a molecular structure, C28H45Cl2GaOP in a non-equilibrium geometry (wB97M-V/def2-TZVPD).

Geometry as ORCA input:
```
! RIJCOSX wB97M-V def2-TZVPD def2/J DEFGRID3
* xyz -1 1
P 1.092 -0.446 -0.969
C 0.331 0.224 -2.575
C 0.769 -0.382 -3.909
C 0.192 0.443 -5.074
C -1.333 0.549 -4.987
C -1.774 1.118 -3.638
C -1.193 0.297 -2.470
C 0.417 -2.208 -0.717
C 0.368 -3.140 -1.919
C -0.005 -4.568 -1.464
C -1.332 -4.579 -0.701
C -1.304 -3.607 0.481
C -0.925 -2.183 0.031
C 2.852 -0.788 -1.498
C 3.526 0.534 -1.893
C 4.992 0.321 -2.296
C 5.782 -0.380 -1.186
C 5.113 -1.698 -0.789
C 3.644 -1.490 -0.385
H 0.715 1.268 -2.544
H 0.401 -1.417 -3.986
H 1.865 -0.426 -3.995
H 0.493 -0.003 -6.029
H 0.627 1.452 -5.041
H -1.718 1.168 -5.804
H -1.767 -0.451 -5.115
H -1.424 2.155 -3.546
H -2.866 1.137 -3.565
H -1.495 0.737 -1.506
H -1.608 -0.723 -2.512
H 1.170 -2.604 -0.010
H 0.792 -4.952 -0.813
H 1.328 -3.157 -2.459
H -0.400 -2.791 -2.629
H -0.056 -5.235 -2.333
H -1.563 -5.591 -0.354
H -2.139 -4.287 -1.385
H -2.274 -3.588 0.987
H -0.563 -3.952 1.215
H -0.863 -1.508 0.901
H -1.714 -1.793 -0.632
H 2.826 -1.460 -2.386
H 2.982 1.024 -2.714
H 3.480 1.213 -1.029
H 5.026 -0.293 -3.206
H 5.448 1.285 -2.542
H 5.826 0.278 -0.309
H 6.813 -0.557 -1.506
H 5.655 -2.172 0.035
H 5.150 -2.392 -1.639
H 3.192 -2.460 -0.133
H 3.596 -0.868 0.522
Ga -0.226 2.011 2.555
Cl 0.702 0.107 3.156
Cl -0.490 3.355 0.841
C -1.949 2.057 3.674
H -1.930 2.503 4.597
C -3.136 1.500 3.192
C -4.067 1.243 4.221
C -5.204 0.616 3.855
C -5.443 0.250 2.511
C -4.483 0.543 1.531
C -3.313 1.165 1.827
H -3.819 1.544 5.233
H -5.944 0.398 4.613
H -4.669 0.276 0.493
H -2.563 1.449 1.103
H -6.370 -0.249 2.243
C -0.142 3.556 6.556
C -0.474 4.113 5.238
C -1.017 5.448 4.987
O -0.080 3.476 4.212
H -0.266 4.312 7.290
H 0.906 3.235 6.543
H -0.752 2.687 6.827
H -0.355 5.954 4.278
H -2.019 5.414 4.546
H -1.045 5.984 5.897
*
```

Calculated values
**Orbital gap (alpha / beta)**: 3.86 / 3.86 eV

# 2
Entry from OMol25: a molecular structure, C28H45F17OSi2 (wB97M-V/def2-TZVPD).

Geometry as ORCA input:
```
! RIJCOSX wB97M-V def2-TZVPD def2/J DEFGRID3
* xyz 0 1
C 13.561 -2.495 2.509
C 12.855 -1.714 1.401
C 13.279 -2.167 0.000
C 12.497 -3.358 -0.554
C 10.991 -3.169 -0.748
C 10.596 -2.212 -1.876
C 10.530 -0.717 -1.549
C 9.685 -0.366 -0.308
C 8.826 0.907 -0.464
C 7.328 0.633 -0.498
C 6.469 1.884 -0.353
C 4.961 1.608 -0.507
C 4.065 2.377 0.477
C 2.765 2.888 -0.150
C 1.685 3.287 0.874
C 0.354 2.511 0.774
C -0.882 3.413 0.695
C -2.192 2.724 1.176
Si -3.363 2.339 -0.220
O -4.939 2.664 0.230
Si -6.140 2.577 -0.908
C -7.631 1.763 -0.117
C -8.517 1.035 -1.126
C -9.775 0.415 -0.533
F -9.823 0.511 0.825
F -9.847 -0.914 -0.832
C -11.065 1.093 -1.056
F -11.077 1.031 -2.402
F -10.958 2.397 -0.691
C -12.494 0.666 -0.562
F -12.625 0.960 0.743
F -13.330 1.461 -1.257
C -12.998 -0.806 -0.818
F -14.310 -0.734 -1.123
F -12.355 -1.312 -1.888
C -12.906 -1.776 0.409
F -11.778 -1.575 1.105
F -13.956 -1.514 1.214
C -12.960 -3.272 -0.002
F -13.956 -3.467 -0.886
F -11.783 -3.573 -0.590
C -13.127 -4.304 1.157
F -13.068 -5.508 0.554
F -12.090 -4.179 1.999
C -14.446 -4.271 1.998
F -14.332 -3.429 3.014
F -15.482 -3.896 1.255
F -14.681 -5.480 2.479
H 14.643 -2.385 2.419
H 13.314 -3.556 2.448
H 13.272 -2.132 3.495
H 11.779 -1.833 1.532
H 13.071 -0.650 1.523
H 14.331 -2.464 0.062
H 13.248 -1.335 -0.706
H 12.656 -4.219 0.103
H 12.924 -3.624 -1.524
H 10.514 -2.884 0.192
H 10.583 -4.152 -0.997
H 11.303 -2.360 -2.698
H 9.616 -2.501 -2.265
H 10.077 -0.212 -2.406
H 11.532 -0.302 -1.440
H 10.341 -0.254 0.555
H 9.019 -1.207 -0.099
H 9.030 1.588 0.367
H 9.123 1.430 -1.376
H 7.075 -0.050 0.318
H 7.070 0.139 -1.441
H 6.650 2.316 0.634
H 6.787 2.629 -1.088
H 4.652 1.847 -1.526
H 4.807 0.537 -0.359
H 3.817 1.739 1.329
H 4.620 3.229 0.879
H 2.381 2.132 -0.839
H 3.016 3.757 -0.763
H 1.470 4.352 0.765
H 2.098 3.167 1.877
H 0.256 1.843 1.632
H 0.399 1.864 -0.106
H -0.986 3.741 -0.342
H -0.702 4.311 1.286
H -2.700 3.362 1.899
H -1.929 1.790 1.673
H -3.291 0.908 -0.605
H -3.062 3.183 -1.401
H -5.671 1.812 -2.087
H -6.496 3.960 -1.297
H -7.246 1.065 0.629
H -8.186 2.550 0.396
H -8.807 1.716 -1.926
H -7.963 0.220 -1.593
*
```

Calculated values
**Orbital gap**: 11.14 eV

# 3
Entry from OMol25: a molecular structure, C28H46As2N9O9S4SbSi3Ti in a non-equilibrium geometry (wB97M-V/def2-TZVPD).

Geometry as ORCA input:
```
! RIJCOSX wB97M-V def2-TZVPD def2/J DEFGRID3
* xyz -2 3
Ti 0.506 1.948 0.769
O 6.775 1.818 -2.219
C 5.770 1.818 -1.598
S 5.215 3.133 -0.314
C 3.519 2.673 -0.241
C 3.248 1.416 -0.897
S 1.680 0.734 -0.876
S 4.574 0.555 -1.647
S 2.433 3.347 0.874
N 0.039 -1.404 1.828
C 0.896 -0.680 2.591
N 1.693 -1.153 3.515
N 2.437 -0.019 3.865
N 1.962 1.020 3.353
N 0.973 0.698 2.446
C -0.767 -0.909 0.841
N -1.452 -1.784 0.134
N -2.008 -0.941 -0.827
N -1.795 0.301 -0.579
N -0.935 0.367 0.586
H -0.170 -2.329 2.141
C -6.754 1.890 -1.589
O -5.758 2.942 -1.155
C -6.493 4.066 -0.854
O -7.691 4.162 -0.860
C -5.553 5.124 -0.384
C -5.027 6.101 -1.174
As -3.109 6.560 -0.624
C -2.333 6.832 -2.401
C -2.463 4.677 -0.125
C -2.940 4.412 1.173
As -4.937 4.973 1.461
C -4.701 6.819 2.346
C -2.287 3.631 2.230
O -1.125 3.166 2.193
O -3.188 3.413 3.249
C -2.783 3.446 4.609
C -1.342 3.912 -0.805
O -0.329 3.352 -0.290
O -1.341 3.783 -2.115
C -0.647 2.570 -2.687
C -5.646 6.904 -2.326
O -5.173 7.028 -3.433
O -6.719 7.679 -2.075
C -7.379 7.751 -0.795
H -6.147 0.998 -1.739
H -7.310 2.182 -2.499
H -7.470 1.651 -0.789
H -2.946 7.510 -2.968
H -2.349 5.837 -2.877
H -1.253 7.246 -2.216
H -3.664 6.844 2.720
H -5.360 7.106 3.191
H -4.869 7.614 1.583
H -3.713 3.295 5.156
H -2.167 4.365 4.802
H -2.162 2.579 4.926
H -0.893 2.633 -3.736
H -1.047 1.713 -2.166
H 0.383 2.753 -2.500
H -8.245 8.402 -0.907
H -6.687 8.198 -0.029
H -7.872 6.833 -0.506
C 2.587 -7.342 1.310
Si 1.769 -5.595 1.424
C -0.079 -5.694 0.966
C 1.685 -4.835 3.201
Sb 3.190 -3.959 -0.237
Si 2.688 -5.350 -2.310
C 3.060 -7.151 -2.138
C 3.500 -4.608 -3.927
C 0.833 -4.995 -2.561
Si 5.635 -4.533 0.428
C 5.937 -5.597 1.966
C 6.416 -2.837 0.942
C 6.506 -5.192 -1.148
H 2.421 -7.962 2.245
H 3.650 -7.351 1.086
H 2.066 -7.888 0.464
H -0.610 -5.128 1.794
H -0.420 -6.746 0.990
H -0.378 -5.240 -0.011
H 0.926 -5.317 3.853
H 1.378 -3.763 3.231
H 2.598 -4.872 3.750
H 3.593 -7.534 -1.241
H 3.759 -7.384 -2.945
H 2.146 -7.704 -2.358
H 4.242 -5.259 -4.463
H 3.927 -3.602 -3.804
H 2.641 -4.494 -4.594
H 0.280 -5.907 -2.583
H 0.664 -4.547 -3.622
H 0.386 -4.311 -1.773
H 5.222 -5.523 2.765
H 6.937 -5.226 2.344
H 6.102 -6.627 1.793
H 6.124 -2.552 1.938
H 6.002 -2.079 0.243
H 7.480 -3.048 0.830
H 6.435 -6.226 -1.352
H 7.518 -4.835 -1.173
H 6.082 -4.745 -2.078
*
```

Calculated values
**Orbital gap (alpha / beta)**: 5.31 / 5.14 eV
**Energy relative to the best compared isomer or geometry (same formula, charge and spin)**: 0.0 kcal/mol

# 4
Entry from OMol25: 10 unconnected molecules or ions with the total composition C28H46BCl18FN3O4S in a non-equilibrium geometry (wB97M-V/def2-TZVPD).

Geometry as ORCA input:
```
! RIJCOSX wB97M-V def2-TZVPD def2/J DEFGRID3
* xyz 1 1
C 2.208 3.528 -0.006
C 0.981 2.526 0.443
C 0.531 1.488 -0.776
C 0.412 -0.041 -0.199
C -0.930 -0.443 0.650
C -2.159 0.656 0.918
C -3.398 0.330 -0.155
C -3.508 1.459 -1.361
O -4.681 0.152 0.546
C -5.005 -1.266 0.766
C -5.777 -1.353 2.241
C -7.387 -0.921 2.318
C -8.207 -0.995 3.763
C -7.404 -1.510 5.105
C -5.825 -1.959 4.987
C -4.963 -1.883 3.585
C -1.064 -1.999 1.218
N 0.028 -3.069 1.011
S -0.330 -4.641 1.736
O -1.526 -4.586 2.751
O 0.879 -5.205 2.579
F -0.820 -5.824 0.544
C 1.322 -2.774 0.221
C 2.412 -3.984 0.002
N 1.821 -5.183 -0.771
C 1.550 -1.233 -0.389
B 2.915 -0.780 -1.231
N 4.271 -0.769 -0.513
O 2.788 -0.427 -2.688
H 3.044 2.959 -0.618
H 2.652 4.000 0.994
H 1.726 4.400 -0.644
H 1.261 1.848 1.360
H 0.055 3.217 0.708
H 1.162 1.609 -1.753
H -0.579 1.822 -1.064
H -1.803 1.774 0.740
H -2.526 0.614 2.038
H -3.130 -0.699 -0.694
H -2.572 1.356 -2.059
H -4.535 1.238 -1.913
H -3.603 2.569 -0.944
H -4.041 -1.955 0.877
H -5.639 -1.753 -0.101
H -7.924 -0.583 1.317
H -9.336 -0.662 3.744
H -7.976 -1.591 6.147
H -5.290 -2.330 5.970
H -3.816 -2.194 3.579
H -2.083 -2.226 1.796
H 3.371 -3.678 -0.608
H 2.824 -4.386 1.048
H 0.880 -4.948 -1.157
H 1.811 -6.035 -0.168
H 4.129 -0.139 0.324
H 4.440 -1.731 -0.092
H 2.054 -0.999 -3.069
C -7.334 0.894 -1.050
Cl -8.919 0.294 -0.547
Cl -7.125 0.751 -2.799
H -7.246 1.946 -0.766
H -6.558 0.310 -0.550
C 5.475 -6.425 -0.919
Cl 5.398 -6.932 0.773
Cl 5.397 -4.664 -1.059
H 6.415 -6.775 -1.353
H 4.633 -6.863 -1.460
C -9.750 1.305 -5.586
Cl -9.425 1.998 -7.179
Cl -11.238 1.966 -4.897
H -9.854 0.222 -5.683
H -8.916 1.537 -4.919
C 5.164 3.630 2.905
Cl 3.579 3.030 3.407
Cl 5.373 3.486 1.155
H 5.253 4.681 3.189
H 5.941 3.046 3.405
C 7.564 7.074 4.432
Cl 5.979 6.474 4.935
Cl 7.773 6.931 2.683
H 7.653 8.125 4.716
H 8.341 6.490 4.932
C 1.848 2.645 -4.586
Cl 2.174 3.338 -6.179
Cl 0.360 3.306 -3.897
H 1.745 1.562 -4.684
H 2.683 2.877 -3.920
C 7.848 -3.038 -3.834
Cl 8.174 -2.345 -5.428
Cl 6.360 -2.377 -3.145
H 7.745 -4.121 -3.932
H 8.683 -2.805 -3.168
C -0.957 1.746 4.524
Cl 0.550 1.949 3.623
Cl -2.204 2.853 3.936
H -1.308 0.718 4.404
H -0.770 1.951 5.581
C 6.048 1.582 -3.956
Cl 6.374 2.275 -5.550
Cl 4.560 2.243 -3.267
H 5.945 0.499 -4.054
H 6.883 1.814 -3.290
*
```

Calculated values
**Orbital gap**: 4.79 eV

# 5
Entry from OMol25: a molecular structure, C28H46KN5OSSi2 in a non-equilibrium geometry (wB97M-V/def2-TZVPD).

Geometry as ORCA input:
```
! RIJCOSX wB97M-V def2-TZVPD def2/J DEFGRID3
* xyz -2 1
K -0.217 0.356 -0.625
C 0.145 -2.696 4.935
C 0.930 -2.337 3.682
C 1.942 -1.343 3.688
C 2.613 -1.025 2.521
C 3.824 -0.071 2.539
C 2.239 -1.680 1.343
C 1.254 -2.659 1.302
C 0.802 -3.242 0.006
C 0.639 -3.008 2.526
H 0.827 -2.787 5.790
H -0.393 -3.653 4.894
H -0.536 -1.866 5.169
H 2.169 -0.847 4.644
H 4.689 -0.627 2.231
H 3.947 0.417 3.501
H 3.696 0.698 1.771
H 2.825 -1.522 0.436
H 0.740 -4.321 0.091
H 1.406 -2.867 -0.825
H -0.208 -2.920 -0.161
H -0.160 -3.763 2.541
C 0.410 -3.006 -4.433
Si -0.298 -1.378 -3.839
C -1.327 -0.692 -5.331
C 1.202 -0.187 -3.796
N -1.009 -1.400 -2.329
C -2.188 -2.119 -2.106
C -2.908 -2.815 -3.089
C -4.079 -3.521 -2.866
C -4.546 -3.673 -1.592
C -3.925 -2.936 -0.602
C -2.766 -2.100 -0.774
N -2.250 -1.307 0.196
Si -2.873 -0.767 1.653
C -3.273 -2.030 3.040
C -4.403 0.299 1.587
C -1.540 0.342 2.548
H 0.549 -3.123 -5.518
H -0.175 -3.820 -4.053
H 1.409 -3.209 -3.989
H -0.600 -0.499 -6.176
H -1.688 0.254 -5.030
H -2.157 -1.242 -5.750
H 1.730 -0.222 -4.742
H 1.913 -0.442 -2.987
H 0.833 0.801 -3.609
H -2.556 -2.724 -4.104
H -4.555 -4.066 -3.668
H -5.393 -4.311 -1.306
H -4.226 -3.035 0.413
H -4.149 -2.609 2.736
H -3.514 -1.492 3.972
H -2.428 -2.683 3.285
H -5.302 -0.283 1.496
H -4.402 0.985 0.728
H -4.541 0.933 2.484
H -0.600 -0.240 2.692
H -1.938 0.684 3.536
H -1.286 1.303 2.018
C 1.661 2.975 2.361
N 2.170 3.669 1.213
C 1.869 5.074 1.150
C 2.780 5.739 0.162
C 2.571 5.103 -1.185
N 2.645 3.639 -1.065
C 2.645 2.916 -2.342
C 2.295 2.929 0.029
O 2.200 1.698 0.023
H 1.904 3.538 3.264
H 2.094 1.989 2.444
H 0.527 2.952 2.348
H 2.180 5.446 2.164
H 0.838 5.299 0.976
H 3.822 5.604 0.472
H 2.558 6.802 0.098
H 3.371 5.349 -1.924
H 1.628 5.377 -1.590
H 3.612 3.088 -2.864
H 1.883 3.279 -2.992
H 2.593 1.860 -2.120
S -1.176 6.014 -0.894
C -0.661 4.428 -1.147
N -0.332 3.327 -1.272
*
```

Calculated values
**Orbital gap**: 4.12 eV
**Energy relative to the best compared isomer or geometry (same formula, charge and spin)**: 0.0 kcal/mol

Please write out number 5 again, unchanged.
Entry from OMol25: a molecular structure, C28H46KN5OSSi2 in a non-equilibrium geometry (wB97M-V/def2-TZVPD).

Geometry as ORCA input:
```
! RIJCOSX wB97M-V def2-TZVPD def2/J DEFGRID3
* xyz -2 1
K -0.217 0.356 -0.625
C 0.145 -2.696 4.935
C 0.930 -2.337 3.682
C 1.942 -1.343 3.688
C 2.613 -1.025 2.521
C 3.824 -0.071 2.539
C 2.239 -1.680 1.343
C 1.254 -2.659 1.302
C 0.802 -3.242 0.006
C 0.639 -3.008 2.526
H 0.827 -2.787 5.790
H -0.393 -3.653 4.894
H -0.536 -1.866 5.169
H 2.169 -0.847 4.644
H 4.689 -0.627 2.231
H 3.947 0.417 3.501
H 3.696 0.698 1.771
H 2.825 -1.522 0.436
H 0.740 -4.321 0.091
H 1.406 -2.867 -0.825
H -0.208 -2.920 -0.161
H -0.160 -3.763 2.541
C 0.410 -3.006 -4.433
Si -0.298 -1.378 -3.839
C -1.327 -0.692 -5.331
C 1.202 -0.187 -3.796
N -1.009 -1.400 -2.329
C -2.188 -2.119 -2.106
C -2.908 -2.815 -3.089
C -4.079 -3.521 -2.866
C -4.546 -3.673 -1.592
C -3.925 -2.936 -0.602
C -2.766 -2.100 -0.774
N -2.250 -1.307 0.196
Si -2.873 -0.767 1.653
C -3.273 -2.030 3.040
C -4.403 0.299 1.587
C -1.540 0.342 2.548
H 0.549 -3.123 -5.518
H -0.175 -3.820 -4.053
H 1.409 -3.209 -3.989
H -0.600 -0.499 -6.176
H -1.688 0.254 -5.030
H -2.157 -1.242 -5.750
H 1.730 -0.222 -4.742
H 1.913 -0.442 -2.987
H 0.833 0.801 -3.609
H -2.556 -2.724 -4.104
H -4.555 -4.066 -3.668
H -5.393 -4.311 -1.306
H -4.226 -3.035 0.413
H -4.149 -2.609 2.736
H -3.514 -1.492 3.972
H -2.428 -2.683 3.285
H -5.302 -0.283 1.496
H -4.402 0.985 0.728
H -4.541 0.933 2.484
H -0.600 -0.240 2.692
H -1.938 0.684 3.536
H -1.286 1.303 2.018
C 1.661 2.975 2.361
N 2.170 3.669 1.213
C 1.869 5.074 1.150
C 2.780 5.739 0.162
C 2.571 5.103 -1.185
N 2.645 3.639 -1.065
C 2.645 2.916 -2.342
C 2.295 2.929 0.029
O 2.200 1.698 0.023
H 1.904 3.538 3.264
H 2.094 1.989 2.444
H 0.527 2.952 2.348
H 2.180 5.446 2.164
H 0.838 5.299 0.976
H 3.822 5.604 0.472
H 2.558 6.802 0.098
H 3.371 5.349 -1.924
H 1.628 5.377 -1.590
H 3.612 3.088 -2.864
H 1.883 3.279 -2.992
H 2.593 1.860 -2.120
S -1.176 6.014 -0.894
C -0.661 4.428 -1.147
N -0.332 3.327 -1.272
*
```

Calculated values
**Orbital gap**: 4.12 eV
**Energy relative to the best compared isomer or geometry (same formula, charge and spin)**: 0.0 kcal/mol